(1)
Density functional theory data (ωB97M-V/def2-TZVPD) for 2 unconnected molecules or ions with the total composition C7H16N in a non-equilibrium geometry.

Structure (XYZ):
```
24
Properties=species:S:1:pos:R:3:forces:R:3
H 2.778 -1.546 -1.160 -0.033 -0.007 -0.060
H -0.321 -0.657 3.668 -0.156 0.001 -0.023
H 3.510 -0.173 -0.418 0.089 0.407 -0.085
C 3.012 -0.490 -1.327 -0.286 -1.108 0.317
C -0.195 0.189 2.995 0.277 -0.856 0.807
H 0.078 -0.903 -1.020 0.097 -0.448 0.887
C 0.713 -0.102 -0.638 0.281 -0.666 -1.035
N -5.411 -1.620 -1.705 0.234 0.152 0.223
H -5.036 -1.887 -2.605 -0.155 -0.084 -0.037
H -6.009 -0.817 -1.836 -0.043 0.026 -0.075
H 1.998 2.065 0.693 -0.014 -0.011 -0.059
C 0.544 0.476 0.605 -0.404 0.522 0.140
C 1.710 0.278 -1.641 -0.078 1.192 -0.248
H 1.396 0.026 -2.654 -0.149 -0.136 0.121
H 0.439 2.547 0.023 -0.038 0.062 -0.052
C 0.918 1.933 0.780 0.301 -0.104 0.233
C 0.054 -0.299 1.632 0.402 0.176 -0.073
H 1.880 1.356 -1.613 0.229 0.002 -0.009
H -1.083 0.808 3.098 -0.119 0.252 -0.319
H 0.638 2.312 1.759 -0.107 -0.063 -0.038
H 0.056 -1.378 1.500 -0.598 0.067 -0.312
H 0.651 0.742 3.397 0.093 0.329 -0.167
H -5.984 -2.370 -1.344 -0.001 -0.087 -0.107
H 3.664 -0.492 -2.192 0.179 0.382 -0.029
```
Positions in Å, forces in eV/Å.

Properties
E_LUMO, eV: -6.2
HOMO, eV: -12.14
Orbital gap, eV: 5.92
Charge: +1
Energy relative to the best compared isomer or geometry (same formula, charge and spin), eV: 2.136

***

(2)
Density functional theory data (ωB97M-V/def2-TZVPD) for a gas-phase ion, C7H16N (charge +1) in a non-equilibrium geometry.

Structure (XYZ):
```
24
Properties=species:S:1:pos:R:3:forces:R:3
C -1.007 -1.114 -0.332 -0.162 -0.294 -0.672
C -1.514 -1.964 -1.480 0.589 0.497 -1.435
H -0.226 -1.681 0.138 0.238 0.026 0.635
H 0.192 0.233 -1.530 0.108 -0.363 -0.637
H -1.465 0.749 -1.196 0.146 0.081 -0.211
H 2.866 -0.414 -0.312 0.159 -0.221 -0.084
H -0.155 2.187 0.063 -0.615 0.488 0.128
H 2.886 -0.200 1.451 0.156 -0.123 -0.099
C 0.022 1.165 0.343 1.079 -0.192 -0.843
H -2.753 -0.192 0.279 0.264 0.540 0.661
H -1.512 -3.039 -1.375 -0.407 -0.221 0.723
C 1.556 1.122 0.426 -0.287 -0.577 0.883
H -0.778 -1.842 -2.288 -0.102 0.146 0.141
H -2.440 -1.600 -1.935 -0.125 -0.083 0.273
N -2.147 -0.917 0.671 -0.509 -1.117 -1.008
H -1.848 -0.792 1.635 -0.140 0.500 0.017
H -2.764 -1.735 0.616 0.327 -0.186 0.381
H 1.541 -1.029 0.691 0.121 -0.120 -0.022
C 2.256 -0.221 0.563 -0.342 0.576 0.101
H 1.628 3.196 0.539 0.030 -0.067 -0.041
C 2.196 2.269 0.587 -0.455 0.869 -0.012
C -0.571 0.271 -0.777 -0.218 0.411 1.238
H -0.399 0.987 1.334 -0.125 -0.050 0.066
H 3.231 2.436 0.835 0.270 -0.522 -0.183
```
Positions in Å, forces in eV/Å.

Properties
E_LUMO, eV: -3.5
Structure (SMILES): C=C(C)CC[C@H](C)[NH3+]
HOMO, eV: -12.56
Orbital gap, eV: 9.02
Charge: +1
Energy relative to the best compared isomer or geometry (same formula, charge and spin), eV: 1.002

***

(3)
Density functional theory data (ωB97M-V/def2-TZVPD) for 2 unconnected molecules or ions with the total composition C7H16N in a non-equilibrium geometry.

Structure (XYZ):
```
24
Properties=species:S:1:pos:R:3:forces:R:3
C -0.415 1.144 0.397 -0.003 -0.535 -1.340
H -0.117 -0.927 -0.464 -0.089 0.616 0.482
H 0.013 1.731 1.203 -0.124 0.176 0.053
H 1.582 0.319 -1.416 0.325 -0.206 -0.121
H 1.606 -1.916 -1.195 1.502 -0.722 -1.916
H -3.461 -1.731 -1.063 -0.413 0.176 -0.025
H -0.335 1.682 -0.549 0.049 0.382 0.158
H 2.525 1.974 -0.036 -0.229 0.015 -0.299
H 3.697 0.622 -0.153 0.336 0.518 -0.382
H 2.876 0.868 1.307 -0.565 -0.133 0.034
H 0.769 -1.975 -1.062 -0.451 0.288 0.763
H 2.025 -1.972 0.285 1.038 0.449 0.990
H 0.453 -0.651 1.206 0.043 -0.130 -0.005
H -2.395 1.905 0.655 0.097 0.091 0.330
C -2.728 0.190 -0.340 -0.297 0.535 -0.139
C -1.931 0.909 0.670 -0.114 -0.303 0.172
C 2.737 0.947 0.227 0.839 -1.071 0.639
N 2.336 -1.356 -0.483 -2.046 -0.529 -0.242
H -2.065 0.416 1.633 0.043 0.066 0.110
C 0.403 -0.140 0.238 -1.853 -0.928 0.844
C 1.712 -0.068 -0.401 1.120 1.743 -0.175
H -3.031 -1.627 0.744 -0.476 -0.061 0.123
H -3.056 0.778 -1.200 0.114 -0.245 -0.130
C -3.200 -1.123 -0.202 1.154 -0.191 0.075
```
Positions in Å, forces in eV/Å.

Properties
E_LUMO (spin up / spin down), eV: -10.8 / -12.3
Multiplicity: 2
HOMO (spin up / spin down), eV: -19.87 / -20.08
Orbital gap (spin up / spin down), eV: 9.04 / 7.79
Charge: +2
Energy relative to the best compared isomer or geometry (same formula, charge and spin), eV: 6.902

***

(4)
Density functional theory data (ωB97M-V/def2-TZVPD) for a molecular structure, C7H16N2 in a non-equilibrium geometry.

Structure (XYZ):
```
25
Properties=species:S:1:pos:R:3:forces:R:3
C -1.959 -0.387 -0.452 -0.024 -0.147 0.179
H 1.814 1.120 1.753 -0.010 -0.038 -0.007
C 1.157 1.585 1.018 -0.138 -0.055 -0.125
H -3.788 -0.972 0.443 -0.011 0.054 0.043
H 0.642 1.381 -1.079 0.090 0.018 0.047
H 3.339 0.410 -0.053 0.009 0.113 0.093
H 0.148 1.634 1.437 0.013 0.056 0.039
C 0.502 -1.245 1.039 0.039 0.212 -0.208
N -2.158 0.989 -0.401 -0.027 0.059 -0.015
H -1.337 1.568 -0.345 -0.001 -0.041 0.004
H 1.500 -1.210 1.477 0.003 -0.025 0.028
H -2.906 1.308 0.195 0.054 -0.040 -0.015
C -2.853 -1.278 -0.008 0.065 0.140 -0.185
H -0.511 -0.296 -2.034 -0.018 -0.016 0.003
H -0.720 -1.890 -1.305 -0.017 0.036 0.034
H 1.730 -0.812 -0.857 1.447 1.153 -0.500
H -2.699 -2.336 -0.147 0.087 -0.039 -0.003
C 2.566 0.433 -0.821 -0.314 -0.932 -0.228
H 0.205 -2.287 0.922 0.001 0.017 -0.024
H 2.904 1.017 -1.675 0.075 -0.203 -0.104
H 1.519 2.602 0.863 -0.032 0.003 0.014
C 1.216 0.853 -0.312 -0.617 -0.996 0.291
N 0.559 -0.607 -0.280 -0.832 0.562 0.471
H -0.208 -0.757 1.709 -0.007 -0.001 0.029
C -0.662 -0.823 -1.089 0.166 0.109 0.138
```
Positions in Å, forces in eV/Å.

Properties
E_LUMO, eV: 0.9
HOMO, eV: -7.34
Orbital gap, eV: 8.20
Charge: 0
Energy relative to the best compared isomer or geometry (same formula, charge and spin), eV: 3.880

***

(5)
Density functional theory data (ωB97M-V/def2-TZVPD) for 3 unconnected molecules or ions with the total composition C7H16N2 in a non-equilibrium geometry.

Structure (XYZ):
```
25
Properties=species:S:1:pos:R:3:forces:R:3
H 1.699 1.575 -0.299 -0.002 -0.057 0.021
H 2.068 -0.545 -1.232 -0.024 0.005 0.010
C 0.226 -1.007 -0.231 0.822 -0.308 0.215
H -1.879 1.110 -1.789 -0.063 0.010 0.055
N 0.206 0.813 0.990 -0.448 0.044 -0.036
H 0.620 -0.035 -2.113 -0.012 0.016 -0.008
C -2.092 0.047 -1.726 0.225 -0.202 0.342
H 0.734 2.803 0.554 -0.004 -0.071 0.020
H 1.061 -1.735 -2.061 -0.004 0.009 0.045
C 1.198 0.451 2.012 -0.096 -0.104 -0.065
H 2.086 0.041 1.536 -0.004 0.019 -0.012
H 0.910 -2.936 0.301 -0.043 0.001 -0.053
H 0.029 1.889 -0.803 -0.018 -0.037 0.010
C -1.841 -0.672 -0.604 -0.893 0.667 -0.184
H -1.811 -0.161 0.395 0.317 -0.349 -0.333
H -2.152 -1.709 -0.595 0.107 -0.030 0.016
H 1.444 1.336 2.606 -0.014 0.001 -0.114
H 0.756 -0.295 2.665 -0.023 -0.010 -0.053
C 0.291 -2.078 0.550 -0.058 0.256 -0.067
C 1.036 -0.813 -1.472 -0.069 0.032 -0.029
H -0.303 -2.147 1.456 -0.004 -0.008 0.060
H -1.514 1.644 0.916 0.110 0.017 -0.030
H -2.475 -0.410 -2.628 0.061 -0.060 -0.044
C 0.703 1.833 0.050 -0.169 -0.107 0.105
N -1.002 1.002 1.523 0.306 0.264 0.128
```
Positions in Å, forces in eV/Å.

Properties
E_LUMO (spin up / spin down), eV: 0.2 / 0.2
HOMO (spin up / spin down), eV: -7.33 / -7.14
Orbital gap (spin up / spin down), eV: 7.55 / 7.39
Charge: 0
Energy relative to the best compared isomer or geometry (same formula, charge and spin), eV: 7.160

***

(6)
Density functional theory data (ωB97M-V/def2-TZVPD) for a molecular structure, C7H16N2O in a non-equilibrium geometry.

Structure (XYZ):
```
26
Properties=species:S:1:pos:R:3:forces:R:3
H -2.683 -0.396 1.037 0.483 -0.157 0.065
N -2.589 0.103 0.152 -0.276 -0.112 -0.780
H -0.434 1.944 1.142 0.057 -0.076 -0.027
N -1.518 -0.480 -0.600 1.210 1.585 -0.168
H -1.957 1.614 -1.851 0.241 0.375 -0.088
H -0.592 -0.077 2.451 0.398 0.132 0.016
H 1.634 -2.301 0.288 -0.031 0.044 -0.063
H 0.004 -2.978 0.172 0.089 0.057 0.002
C -0.194 -0.920 1.897 -0.066 0.524 -0.643
C -0.447 0.627 -1.293 -2.277 -2.075 1.122
H 0.915 2.656 0.269 0.013 -0.146 0.029
H -0.156 0.188 -2.247 -0.029 -0.071 -0.014
C 0.606 0.550 -0.207 -0.589 -1.113 1.066
C 0.625 -2.115 -0.084 -0.357 0.109 -0.180
H -2.333 1.061 0.390 0.168 -0.294 -0.144
O -1.110 1.835 -1.432 -0.172 -0.489 -0.021
H 2.704 0.085 0.040 -0.081 0.099 -0.102
H 2.095 -0.324 -1.569 -0.043 -0.001 0.094
H 2.394 1.359 -1.157 -0.080 -0.046 0.115
H 0.675 -2.050 -1.174 0.027 -0.069 -0.002
H 0.191 -1.744 2.487 -0.602 -0.337 -0.206
H 1.204 1.522 1.623 -0.042 0.044 -0.204
C 0.568 1.740 0.759 -0.123 -0.093 -0.001
H -1.669 -1.449 -0.875 -0.428 0.762 -0.706
C 0.040 -0.857 0.540 2.565 1.509 0.784
C 2.027 0.407 -0.759 -0.054 -0.159 0.058
```
Positions in Å, forces in eV/Å.

Properties
E_LUMO, eV: 0.7
HOMO, eV: -6.64
Orbital gap, eV: 7.29
Charge: 0
Energy relative to the best compared isomer or geometry (same formula, charge and spin), eV: 5.263

***

(7)
Density functional theory data (ωB97M-V/def2-TZVPD) for 2 unconnected molecules or ions with the total composition C7H16N2O2 in a non-equilibrium geometry.

Structure (XYZ):
```
27
Properties=species:S:1:pos:R:3:forces:R:3
H 1.086 -1.846 -0.514 0.253 0.318 -0.256
H -3.375 0.275 2.024 0.344 -0.401 -0.598
H 1.906 -0.742 -1.776 -0.487 -0.743 0.183
H 1.449 1.343 -1.676 -0.160 -0.686 -0.982
H 2.881 -1.500 -0.518 -1.127 -0.293 -0.446
H 2.833 -0.711 1.778 0.150 0.622 0.771
H -3.292 -0.969 -1.333 0.693 -0.244 -1.031
C -2.151 -0.358 0.276 0.492 -1.624 0.969
C 1.768 0.154 0.135 -0.107 2.088 0.232
H 3.087 1.582 -0.977 -1.314 -0.327 0.149
N -1.041 1.634 -0.014 2.179 0.064 0.835
C -3.410 -0.460 1.186 -1.564 1.717 -0.498
H -2.142 -2.285 -0.789 0.008 1.846 -0.562
H 3.174 1.179 1.495 -0.163 -1.353 0.354
H -4.369 -0.113 0.597 1.841 -0.761 0.809
H 3.867 -0.168 0.528 0.434 0.238 -0.357
N -2.068 1.077 -0.019 -1.528 -2.096 -0.145
C 3.016 0.136 1.112 -1.677 0.558 -0.214
C 1.988 1.389 -0.753 0.661 2.318 -0.055
C -2.244 -1.162 -1.045 -0.334 -0.338 1.488
O -0.657 2.723 -0.124 1.125 1.199 -0.235
O 0.540 0.359 0.838 0.045 0.116 -0.530
H -1.409 -0.775 -1.678 -1.042 -0.688 -0.010
H 1.526 2.384 -0.420 1.119 -1.499 0.570
H -3.672 -1.390 1.672 0.467 -0.543 -0.380
H -1.150 -0.667 0.728 -1.460 0.763 -0.023
C 1.857 -1.092 -0.732 1.153 -0.251 -0.039
```
Positions in Å, forces in eV/Å.

Properties
E_LUMO (spin up / spin down), eV: -1.6 / -1.6
HOMO (spin up / spin down), eV: -8.88 / -8.89
Orbital gap (spin up / spin down), eV: 7.28 / 7.29
Charge: 0
Energy relative to the best compared isomer or geometry (same formula, charge and spin), eV: 6.935

***

(8)
Density functional theory data (ωB97M-V/def2-TZVPD) for 2 unconnected molecules or ions with the total composition C7H16N2O3 in a non-equilibrium geometry.

Structure (XYZ):
```
28
Properties=species:S:1:pos:R:3:forces:R:3
H -1.571 -0.516 1.437 -0.478 0.073 -0.369
H 2.078 0.212 2.032 -0.126 0.030 0.013
H 2.219 1.351 -1.226 -0.192 -0.558 0.149
N -2.149 -1.210 -0.454 0.111 1.161 1.091
H -3.087 1.564 1.337 0.262 -0.382 0.030
O -0.711 -2.631 0.644 -0.379 0.426 -0.415
H -1.710 1.569 0.204 -0.393 -0.344 0.321
H 3.065 -0.666 -1.664 0.499 0.077 0.484
H -0.893 -2.482 -1.372 0.285 -0.303 -0.307
H 3.291 0.825 0.927 0.384 -0.084 -0.101
C -2.429 -0.408 0.741 -0.406 -0.288 0.756
H 3.263 -0.918 1.421 -0.087 0.376 -0.174
H -3.790 2.171 -0.615 -0.024 -0.306 -0.277
C 1.384 0.841 -0.679 0.746 -0.411 -0.894
C -2.670 1.057 0.452 1.466 0.806 0.320
H 0.620 0.595 -1.434 0.107 0.018 0.094
H 0.328 1.461 1.080 0.022 0.339 0.252
H -2.326 -0.729 -1.324 0.043 -0.340 -0.162
N 1.771 -0.381 0.029 0.223 1.134 -0.493
C -1.179 -2.153 -0.372 0.097 -0.468 -0.048
C 2.427 -1.214 -0.954 -0.611 -0.707 -0.750
H 1.691 -1.673 -1.645 0.057 0.042 0.600
O 0.791 3.042 -0.100 0.046 0.612 0.039
H -3.319 -0.779 1.275 0.280 -0.181 -0.273
C 2.660 -0.041 1.147 -0.167 -0.425 0.166
H 2.950 -2.006 -0.432 0.230 -0.170 -0.222
O -3.525 1.242 -0.632 -0.933 0.105 -0.668
C 0.820 1.879 0.178 -1.061 -0.232 0.838
```
Positions in Å, forces in eV/Å.

Properties
E_LUMO, eV: 0.6
Structure (SMILES): CN(C)CC=O.O=CNCCO
HOMO, eV: -9.15
Orbital gap, eV: 9.78
Charge: 0
Energy relative to the best compared isomer or geometry (same formula, charge and spin), eV: 0.888